(1)
10
Properties=species:S:1:pos:R:3:mulliken_charge:R:1 method="wB97M-V/def2-TZVPD" e_tot_ha=-773.60616 multiplicity=1 fmax_ev_per_a=1.939 homo_energy_ev=-9.151 de_lowest_kcal_mol=88.5 orbital_gap_ev=8.812 charge=0
N 3.259 -0.876 -0.491 -0.29
C 2.293 -0.345 -0.186 0.14
C 1.104 0.363 0.345 0.69
O 0.863 0.560 1.508 -0.42
O 0.309 0.581 -0.721 -0.16
N -0.847 1.224 -0.471 -0.13
C -1.933 0.490 -0.175 -0.09
S -1.959 -1.120 0.076 -0.28
H -0.901 2.177 -0.808 0.25
H -2.791 1.146 0.118 0.29



(2)
6
Properties=species:S:1:pos:R:3:mulliken_charge:R:1 method="wB97M-V/def2-TZVPD" e_tot_ha=-264.91137 multiplicity=1 fmax_ev_per_a=2.896 homo_energy_ev=-11.059 de_lowest_kcal_mol=90.9 orbital_gap_ev=11.556 charge=0
O 1.948 0.162 0.152 -0.48
C 0.805 0.278 -0.233 0.32
O -0.009 -0.701 0.093 -0.15
O -1.392 -0.544 -0.098 -0.33
H 0.317 1.215 -0.769 0.28
H -1.670 -0.410 0.854 0.36



(3)
12
Properties=species:S:1:pos:R:3:mulliken_charge:R:1 method="wB97M-V/def2-TZVPD" e_tot_ha=-679.08267 multiplicity=1 fmax_ev_per_a=0.715 homo_energy_ev=-13.166 de_lowest_kcal_mol=36.0 orbital_gap_ev=9.301 charge=+1
N 1.681 -1.043 0.000 -0.38
C 0.723 -0.117 0.000 0.71
N 1.011 1.179 0.000 -0.34
N -0.551 -0.494 0.000 -0.05
O -1.540 0.488 0.001 -0.30
S -3.139 -0.173 0.000 -0.02
H 2.652 -0.776 0.000 0.19
H 1.470 -2.026 0.000 0.20
H 1.960 1.513 -0.001 0.20
H 0.259 1.851 0.000 0.26
H -0.865 -1.455 0.001 0.32
H -3.661 1.053 0.000 0.21



(4)
14
Properties=species:S:1:pos:R:3:mulliken_charge:R:1 method="wB97M-V/def2-TZVPD" e_tot_ha=-394.95019 multiplicity=1 fmax_ev_per_a=5.111 homo_energy_ev="-7.654 / -8.002" de_lowest_kcal_mol=159.9 orbital_gap_ev="7.076 / 7.452" charge=0
C -0.334 0.274 1.480 -0.91
C -0.243 -0.194 -0.797 0.25
N 0.655 -1.231 -1.042 -0.49
N -0.029 1.053 -1.251 -0.56
N -1.626 -0.700 -0.813 0.97
O -1.669 -1.945 -0.745 -0.63
O -2.530 0.133 -0.991 -0.58
H 0.656 0.494 1.816 0.33
H -0.622 -0.702 1.658 0.30
H -1.185 1.019 1.665 0.28
H 1.654 -1.044 -1.120 0.22
H 0.384 -2.094 -0.574 0.25
H -0.710 1.642 -1.011 0.28
H 0.890 1.280 -0.908 0.29



(5)
5
Properties=species:S:1:pos:R:3:mulliken_charge:R:1 method="wB97M-V/def2-TZVPD" e_tot_ha=-2725.90466 multiplicity=1 fmax_ev_per_a=1.126 homo_energy_ev="-8.979 / -8.974" de_lowest_kcal_mol=70.6 orbital_gap_ev="7.993 / 8.020" charge=0
C -1.463 -0.156 -1.210 0.12
C 0.673 0.498 0.555 -0.24
O -1.729 -0.167 -0.116 -0.10
Br 1.675 -0.880 1.297 0.03
H 0.844 0.706 -0.526 0.20



(6)
17
Properties=species:S:1:pos:R:3:mulliken_charge:R:1 method="wB97M-V/def2-TZVPD" e_tot_ha=-649.08521 multiplicity=1 fmax_ev_per_a=4.735 homo_energy_ev=-14.138 de_lowest_kcal_mol=88.0 orbital_gap_ev=9.974 charge=+1
C 0.530 0.498 -0.071 0.03
C 1.774 0.614 -0.405 -0.80
C -0.677 -0.017 -0.809 0.55
C -0.020 0.225 1.443 -0.16
C -0.548 -0.606 -2.264 -1.18
N 0.416 -0.092 2.705 -0.36
S -1.381 -1.120 0.450 -0.09
H 2.425 0.672 0.517 0.21
H 1.968 0.666 -1.457 0.36
H -1.294 0.868 -0.994 0.29
H -0.663 1.099 1.617 0.34
H 0.585 -1.020 -2.224 0.29
H -0.658 0.032 -3.122 0.33
H -1.212 -1.422 -2.463 0.36
H -0.202 0.319 3.425 0.28
H 1.404 -0.490 2.821 0.29
H -2.445 -0.226 0.833 0.26